Record 1
{"formula": "C14H39AlClIN3O2P3", "method": "wB97M-V/def2-TZVPD", "e_lumo_ev": -7.57, "energy_ha": -2895.46764, "largest_force_ev_per_a": 5.723, "charge": 2, "elements": ["C", "C", "H", "H", "H", "O", "I", "Al", "P", "C", "C", "H", "H", "H", "H", "H", "H", "C", "H", "H", "H", "P", "C", "C", "H", "H", "H", "C", "H", "H", "H", "H", "H", "H", "Cl", "C", "N", "C", "P", "O", "N", "C", "C", "N", "C", "C", "H", "H", "H", "H", "H", "H", "H", "H", "H", "H", "H", "H", "H", "H", "H", "H", "H", "H"], "positions_angstrom": [[1.167, 0.115, -3.628], [1.991, 0.000, -2.374], [1.242, 1.094, -4.132], [0.098, -0.049, -3.498], [1.560, -0.519, -4.388], [1.565, 0.537, -1.328], [2.211, -2.041, 0.676], [-1.892, -1.664, 0.046], [3.808, -0.535, -2.269], [3.983, 0.217, -0.601], [3.817, -2.337, -2.173], [4.843, -2.771, -2.344], [5.692, -0.530, -3.648], [3.044, -2.746, -2.866], [4.268, -0.787, -4.649], [2.994, -0.063, -0.127], [3.524, -2.600, -1.125], [4.653, -0.186, -3.803], [4.749, -0.223, 0.071], [4.693, 0.860, -4.150], [4.003, 1.335, -0.652], [-3.657, -1.153, -1.235], [-4.421, 0.266, -0.407], [-3.666, -0.902, -3.008], [-4.181, -3.494, -1.598], [-5.548, -2.579, -0.785], [-4.078, -3.171, 0.147], [-4.461, -2.756, -0.822], [-3.134, -1.704, -3.539], [-4.717, -0.882, -3.359], [-5.482, 0.016, -0.236], [-4.320, 1.140, -1.069], [-3.170, 0.046, -3.288], [-3.932, 0.545, 0.553], [-0.859, -2.276, -1.707], [-1.895, -1.287, 2.636], [-1.375, 0.052, 2.783], [-1.463, 0.663, 4.124], [-0.376, 0.596, 1.615], [-0.740, -0.197, 0.345], [-0.597, 2.211, 1.348], [-1.122, 2.740, 0.075], [-0.389, 3.188, 2.415], [1.125, 0.559, 2.268], [2.169, 1.534, 1.913], [1.501, -0.371, 3.285], [-2.760, -1.507, 3.264], [-1.148, -2.076, 2.789], [-2.325, -1.331, 1.591], [-0.536, 0.507, 4.714], [-1.631, 1.748, 4.085], [-2.297, 0.219, 4.697], [-2.139, 2.364, -0.165], [-1.257, 3.814, 0.244], [-0.418, 2.583, -0.777], [-1.355, 3.534, 2.791], [0.221, 2.775, 3.220], [0.139, 4.050, 2.004], [2.466, 2.088, 2.824], [3.056, 0.999, 1.550], [1.870, 2.227, 1.111], [0.952, -0.253, 4.201], [1.380, -1.394, 2.940], [2.558, -0.237, 3.422]], "forces_ev_per_angstrom": [[0.28, 0.13, -0.60], [-1.71, 3.08, 2.33], [0.28, 0.07, 0.77], [0.22, -0.22, 0.38], [0.06, -0.98, -0.63], [0.41, -1.41, -3.14], [-1.19, -1.74, 0.78], [4.68, 2.04, -2.59], [-1.53, -0.89, 1.28], [0.81, 0.73, -0.07], [0.60, -0.72, 0.25], [-1.02, 0.57, -0.23], [-0.32, 0.21, -0.08], [0.74, 0.21, 0.37], [-0.16, 0.08, 0.72], [1.28, 0.26, -0.87], [0.23, 0.09, -1.09], [1.07, 0.68, -0.73], [-0.10, 0.37, -0.86], [-0.11, -0.32, 0.46], [0.38, -0.93, -0.12], [-0.52, -0.09, 1.02], [-0.75, 0.19, 0.15], [0.03, 0.15, -0.85], [-0.31, 0.39, 0.31], [0.30, -0.59, 0.07], [-0.57, 0.40, -0.60], [-0.36, 0.07, -0.15], [-0.20, 0.11, 0.38], [0.47, 0.06, 0.23], [0.28, 0.54, 0.01], [-0.25, -0.28, 0.18], [-0.30, -0.35, 0.32], [-0.31, -0.43, -0.59], [0.09, -1.07, 0.29], [0.48, 0.11, 0.91], [-1.31, -1.28, 0.66], [0.10, 0.14, 0.82], [2.08, 2.27, -0.17], [-1.40, -0.61, 0.72], [-0.31, -1.13, -0.80], [-0.16, 0.20, -0.03], [0.05, 0.23, -0.25], [-1.23, 1.38, -0.91], [0.40, 0.03, -0.09], [0.15, -1.01, 0.25], [0.02, 0.25, 0.00], [-0.08, -0.08, -0.36], [-0.93, -0.19, 1.15], [-0.67, 0.04, -0.34], [-0.09, -0.49, -0.26], [0.35, 0.15, -0.43], [0.62, -0.04, 0.04], [0.12, -0.17, -0.29], [-0.60, 0.00, 0.67], [0.11, 0.05, 0.17], [-0.19, 0.05, -0.09], [0.06, -0.01, 0.08], [-0.20, -0.11, -0.46], [-0.28, 0.07, 0.27], [-0.08, -0.35, 0.49], [0.12, 0.30, 0.51], [-0.01, -0.03, 0.19], [0.36, -0.16, 0.49]], "lowdin_charge": [-0.04, -0.44, 0.11, 0.06, 0.06, -0.08, 0.53, -0.04, 0.94, -0.30, -0.26, 0.09, 0.08, 0.08, 0.08, -0.15, -0.16, -0.19, 0.07, 0.07, 0.08, 0.76, -0.21, -0.22, 0.08, 0.07, 0.06, -0.21, 0.06, 0.09, 0.07, 0.07, 0.08, 0.05, 0.39, -0.05, -0.25, -0.04, 0.61, -0.33, -0.29, -0.06, -0.10, -0.32, -0.08, -0.20, 0.13, 0.12, 0.01, 0.08, 0.08, 0.11, 0.07, 0.09, 0.09, 0.09, 0.08, 0.10, 0.11, 0.06, 0.10, 0.06, -0.07, 0.09]}

---

Record 2
{"formula": "C14H39BF4NO6", "method": "wB97M-V/def2-TZVPD", "e_lumo_ev": 2.74, "energy_ha": -1487.28908, "largest_force_ev_per_a": 7.435, "charge": -1, "elements": ["B", "F", "F", "F", "F", "C", "C", "N", "H", "H", "H", "C", "C", "O", "H", "H", "H", "H", "H", "H", "C", "C", "O", "H", "H", "H", "H", "H", "H", "C", "C", "O", "H", "H", "H", "H", "H", "H", "C", "C", "O", "H", "H", "H", "H", "H", "H", "C", "C", "O", "H", "H", "H", "H", "H", "H", "C", "C", "O", "H", "H", "H", "H", "H", "H"], "positions_angstrom": [[0.728, 0.532, -0.177], [0.372, 1.394, -1.222], [0.069, -0.611, -0.385], [2.059, 0.350, -0.116], [0.309, 1.016, 1.044], [1.208, 1.499, -3.949], [2.757, 1.765, -3.860], [3.957, 1.965, -3.749], [0.631, 2.255, -3.529], [0.980, 1.348, -5.161], [0.681, 0.633, -3.414], [4.674, 0.673, 2.920], [3.496, -0.289, 3.314], [2.935, -1.040, 2.279], [4.070, 1.370, 2.336], [5.278, 0.154, 2.281], [5.065, 0.914, 3.860], [2.682, -0.063, 4.035], [3.813, -0.926, 4.038], [2.670, -0.436, 1.691], [-2.825, 0.787, 5.171], [-1.986, 0.487, 4.080], [-1.181, 1.591, 3.733], [-2.347, 1.347, 6.046], [-3.451, 0.020, 5.301], [-3.513, 1.633, 4.992], [-2.404, 0.243, 3.199], [-1.129, -0.215, 4.338], [-0.913, 1.305, 2.950], [-1.469, -3.023, 2.576], [-0.290, -2.241, 2.215], [0.956, -2.646, 2.916], [-2.210, -2.876, 1.850], [-1.758, -2.467, 3.458], [-1.363, -3.962, 2.889], [-0.257, -1.129, 2.265], [0.074, -2.386, 1.231], [1.693, -2.094, 2.584], [-4.326, -1.083, -2.890], [-3.385, -0.806, -1.636], [-2.409, -1.840, -1.336], [-4.862, -1.815, -2.589], [-3.804, -1.465, -3.787], [-5.167, -0.271, -2.787], [-4.146, -0.529, -0.805], [-2.690, 0.050, -1.985], [-1.537, -1.367, -1.226], [-2.720, 4.590, -2.567], [-1.884, 3.384, -2.214], [-0.664, 3.728, -1.542], [-3.015, 5.155, -1.430], [-3.513, 4.537, -3.179], [-2.030, 5.314, -3.074], [-1.416, 2.690, -3.156], [-2.570, 2.621, -1.680], [-0.245, 2.870, -1.072], [3.382, -3.226, -3.384], [2.569, -2.240, -2.704], [3.281, -1.408, -1.866], [3.812, -3.903, -2.498], [4.155, -2.551, -3.969], [2.851, -4.008, -3.787], [1.804, -2.762, -2.155], [1.932, -1.571, -3.384], [2.537, -0.972, -1.331]], "forces_ev_per_angstrom": [[-0.98, 1.25, 0.80], [0.14, 0.59, -0.41], [-1.18, -2.88, -0.99], [2.33, -0.28, -0.21], [-0.46, 1.04, 1.14], [1.26, -2.35, -3.42], [4.13, 0.22, 1.28], [-7.30, -1.13, -0.89], [-0.46, 2.13, 0.29], [0.50, 0.61, 3.31], [1.98, 0.56, -0.70], [-5.43, -0.48, 0.33], [-0.43, 0.28, 0.77], [2.15, -3.02, 2.60], [1.06, 1.14, 0.25], [1.92, -1.35, -1.40], [0.98, 1.26, 0.88], [-0.25, 2.17, -0.97], [2.24, -3.00, 1.40], [-1.91, 3.36, -4.17], [-0.37, 5.33, 2.31], [5.65, 0.01, 1.23], [-1.69, 3.18, 4.62], [0.01, -1.97, -0.66], [-2.21, -3.19, 1.75], [-0.06, -0.20, -1.01], [-2.29, -1.71, -2.63], [-1.72, -0.54, 0.05], [2.77, -0.90, -5.74], [-0.45, 4.63, 1.15], [4.95, 0.73, -0.88], [-1.32, -0.44, 0.86], [-1.15, -0.10, -1.06], [-1.01, -0.17, 0.64], [0.94, -3.98, 0.63], [-1.25, -0.59, 0.42], [-0.65, -0.39, -1.62], [-0.47, -0.17, 0.15], [2.66, 4.50, 0.86], [0.94, 1.50, -1.72], [-0.36, 1.00, 0.00], [-3.68, -5.70, 1.91], [-0.40, 1.28, 0.08], [2.01, -0.77, -1.41], [1.81, -0.46, -0.82], [-1.63, -0.53, 1.11], [-1.27, -0.80, 0.10], [4.04, 3.16, 4.77], [1.15, -3.84, -1.39], [-0.30, -1.55, 1.58], [0.66, -1.65, -3.49], [-3.06, -0.96, -1.79], [-0.48, -0.29, 0.56], [-1.99, 1.94, 1.62], [1.29, 1.08, -0.27], [-1.53, 2.51, -1.75], [4.29, 0.85, 2.14], [-3.38, 1.34, -0.55], [-1.04, 1.10, 1.67], [0.25, 1.85, -1.68], [-1.05, -2.41, 0.70], [-1.41, -1.11, -2.32], [-0.55, -0.44, 0.62], [0.88, -0.88, 0.05], [2.16, -0.40, -0.70]], "lowdin_charge": [-1.43, 0.11, 0.19, 0.19, 0.16, -0.09, -0.21, 0.08, -0.02, 0.13, 0.08, -0.01, -0.29, -0.02, 0.08, 0.04, 0.06, 0.13, 0.07, 0.00, -0.10, -0.36, -0.02, 0.12, 0.03, 0.09, 0.09, 0.14, -0.03, -0.06, -0.29, -0.12, 0.07, 0.07, 0.04, 0.11, 0.09, 0.01, -0.09, -0.29, -0.12, -0.04, 0.08, 0.11, 0.12, 0.11, 0.07, -0.11, -0.38, -0.16, 0.16, 0.00, 0.07, 0.14, 0.11, 0.11, -0.11, -0.45, -0.08, 0.13, 0.13, 0.03, 0.10, 0.12, 0.09]}

---

Record 3
{"formula": "C14H39BF5INO21P5", "method": "wB97M-V/def2-TZVPD", "e_lumo_ev": -1.85, "energy_ha": -4720.72901, "largest_force_ev_per_a": 6.036, "charge": 0, "elements": ["N", "B", "O", "O", "P", "O", "O", "I", "O", "C", "F", "F", "C", "F", "F", "F", "H", "H", "H", "C", "O", "P", "O", "O", "C", "O", "C", "H", "H", "H", "H", "H", "H", "H", "H", "H", "C", "O", "P", "O", "O", "C", "O", "C", "H", "H", "H", "H", "H", "H", "H", "H", "H", "C", "O", "P", "O", "O", "C", "O", "C", "H", "H", "H", "H", "H", "H", "H", "H", "H", "C", "O", "P", "O", "O", "C", "O", "C", "H", "H", "H", "H", "H", "H", "H", "H", "H"], "positions_angstrom": [[12.633, 2.841, -5.476], [12.159, 4.098, -4.976], [12.942, 4.820, -4.135], [10.878, 4.548, -5.425], [9.842, 5.203, -4.436], [10.032, 4.934, -3.019], [9.903, 6.766, -4.721], [8.732, 7.432, -6.212], [8.407, 4.732, -5.011], [7.855, 3.559, -4.550], [8.759, 2.641, -4.232], [7.148, 3.070, -5.571], [6.856, 3.823, -3.352], [5.601, 3.542, -3.729], [7.171, 3.086, -2.287], [6.892, 5.120, -3.015], [11.899, 2.403, -6.023], [13.398, 2.952, -6.131], [12.745, 5.759, -4.149], [2.179, -0.040, -0.129], [2.354, 1.317, 0.319], [3.469, 1.556, 1.467], [2.949, 0.787, 2.610], [3.158, 3.152, 1.529], [2.619, 3.916, 0.452], [5.017, 1.777, 1.833], [5.853, 2.583, 0.983], [1.416, -0.058, -0.902], [3.103, -0.443, -0.541], [1.854, -0.651, 0.713], [1.530, 3.922, 0.508], [2.920, 3.527, -0.519], [2.988, 4.935, 0.559], [5.673, 3.639, 1.182], [5.674, 2.375, -0.072], [6.888, 2.344, 1.210], [-4.862, -1.683, 3.064], [-3.447, -1.970, 2.922], [-2.684, -1.363, 1.665], [-3.205, -1.930, 0.419], [-1.246, -1.990, 2.082], [-0.895, -2.498, 3.366], [-2.093, 0.070, 1.301], [-1.395, 0.836, 2.299], [-5.192, -2.104, 4.008], [-5.041, -0.608, 3.074], [-5.420, -2.144, 2.253], [-1.125, -3.562, 3.420], [-1.419, -1.980, 4.167], [0.177, -2.355, 3.489], [-0.382, 0.450, 2.406], [-1.905, 0.800, 3.262], [-1.354, 1.870, 1.967], [-7.613, -2.847, 7.792], [-8.757, -2.490, 6.989], [-8.853, -3.104, 5.515], [-7.747, -2.610, 4.695], [-10.267, -2.378, 5.185], [-11.155, -1.807, 6.141], [-9.289, -4.514, 4.924], [-10.425, -5.204, 5.471], [-7.761, -2.406, 8.774], [-7.525, -3.928, 7.898], [-6.706, -2.445, 7.343], [-10.908, -0.757, 6.298], [-11.120, -2.326, 7.096], [-12.161, -1.879, 5.731], [-11.342, -4.772, 5.075], [-10.440, -5.161, 6.560], [-10.351, -6.244, 5.166], [-1.779, -1.432, -6.681], [-2.183, -2.482, -5.783], [-1.301, -2.697, -4.467], [0.057, -3.104, -4.828], [-2.189, -3.907, -3.873], [-3.499, -4.264, -4.300], [-1.231, -1.835, -3.147], [-2.454, -1.361, -2.532], [-2.527, -1.377, -7.467], [-1.730, -0.471, -6.170], [-0.808, -1.670, -7.114], [-3.440, -4.998, -5.105], [-4.067, -3.403, -4.644], [-4.008, -4.709, -3.447], [-2.923, -2.155, -1.960], [-3.149, -0.980, -3.284], [-2.190, -0.553, -1.857]], "forces_ev_per_angstrom": [[-0.78, 0.40, -0.83], [0.45, -0.45, -0.13], [0.01, 0.25, -0.54], [-0.18, -0.06, 0.48], [0.58, 0.53, 0.82], [0.01, -0.26, 0.06], [-0.90, -0.34, -0.76], [0.32, 0.48, -0.02], [0.54, -0.26, 0.18], [-0.80, 0.11, -0.49], [0.33, -0.07, 0.27], [-0.20, -0.14, -0.20], [-0.08, 0.44, 0.13], [0.41, -0.06, 0.24], [-0.13, 0.16, -0.31], [-0.01, -0.45, 0.07], [0.02, -0.23, 0.12], [0.50, -0.18, 0.51], [-0.09, 0.14, 0.38], [-0.24, -0.40, 0.06], [2.21, -0.73, -1.65], [-3.20, 2.79, 4.29], [0.56, -0.58, -0.21], [0.14, -0.01, -0.54], [-0.15, 0.01, 0.19], [0.57, -1.36, -2.19], [0.05, 0.13, 0.00], [-0.01, 0.20, 0.01], [-0.01, 0.00, -0.03], [0.03, -0.02, 0.00], [-0.01, -0.01, -0.07], [-0.01, 0.01, -0.02], [0.01, -0.01, 0.06], [-0.07, -0.02, 0.02], [0.03, 0.02, -0.01], [-0.04, -0.08, 0.07], [-0.20, -0.14, 0.07], [-0.83, 2.17, 0.42], [3.29, -3.47, -1.63], [-0.73, 0.51, -0.02], [-0.24, 0.19, 0.18], [0.05, -0.16, -0.11], [-1.63, 1.03, 1.18], [0.26, -0.06, 0.08], [0.05, -0.04, 0.00], [0.01, 0.01, 0.00], [0.07, 0.00, -0.05], [-0.03, 0.00, 0.04], [0.00, 0.01, 0.02], [0.00, 0.00, -0.05], [0.00, -0.01, 0.03], [-0.01, -0.01, 0.01], [-0.08, -0.04, -0.13], [0.13, 0.17, 0.08], [0.34, -2.23, 0.76], [-1.79, 3.56, -3.02], [0.63, -0.52, 0.29], [0.11, -0.21, 0.29], [0.04, 0.16, -0.13], [0.73, -0.95, 1.90], [-0.11, -0.04, -0.06], [-0.07, 0.02, -0.02], [-0.01, -0.01, 0.00], [-0.02, -0.02, -0.06], [0.00, 0.00, 0.05], [-0.01, -0.01, 0.01], [0.02, 0.01, -0.05], [0.03, 0.06, 0.00], [0.01, 0.02, 0.01], [0.07, 0.02, -0.05], [0.04, -0.07, -0.19], [-0.25, 1.97, 0.57], [0.70, -4.20, 0.79], [0.22, 0.65, -0.16], [-0.12, 0.32, -0.19], [0.06, -0.15, 0.00], [-0.70, 1.65, -0.93], [-0.09, -0.02, -0.01], [-0.04, -0.05, 0.04], [0.00, 0.00, 0.02], [0.03, -0.01, 0.06], [-0.03, 0.03, -0.03], [-0.01, 0.01, 0.01], [0.05, -0.01, 0.02], [0.09, -0.05, 0.02], [0.03, 0.00, -0.04], [0.09, -0.05, 0.03]], "lowdin_charge": [0.20, -0.77, 0.20, 0.01, 0.27, -0.17, -0.74, 1.04, -0.14, -0.54, 0.18, 0.17, -0.51, 0.17, 0.18, 0.17, 0.08, 0.09, 0.11, -0.08, -0.25, 0.46, -0.24, -0.25, -0.11, -0.21, -0.09, 0.09, 0.09, 0.08, 0.08, 0.08, 0.09, 0.09, 0.08, 0.09, -0.07, -0.23, 0.40, -0.22, -0.24, -0.11, -0.22, -0.07, 0.07, 0.09, 0.09, 0.09, 0.08, 0.09, 0.09, 0.09, 0.09, -0.07, -0.24, 0.40, -0.22, -0.24, -0.11, -0.20, -0.08, 0.09, 0.09, 0.09, 0.09, 0.08, 0.09, 0.09, 0.09, 0.09, -0.08, -0.24, 0.37, -0.23, -0.22, -0.11, -0.20, -0.07, 0.09, 0.09, 0.09, 0.09, 0.08, 0.09, 0.07, 0.09, 0.08]}

---

What are the highest occupied orbital energy values for these records? In order: -12.05, -6.46, -9.78 eV.
What are the orbital gap values for these records? In order: 0.1647, 0.3378, 0.2914 hartree.